Here is an isolated ion of composition CH4ClN2O and charge +1 at a distorted geometry from the OMol25 dataset. Energies are from ωB97M-V/def2-TZVPD.

The geometry in ORCA input format:
```
! RIJCOSX wB97M-V def2-TZVPD def2/J DEFGRID3
* xyz 1 1
C -0.82 -0.14 -0.04
N -0.62 1.10 -0.26
N 0.44 -1.35 -0.25
O -1.92 -0.74 0.21
Cl -3.51 0.06 -0.06
H 0.31 1.36 -0.60
H -1.44 1.51 -0.45
H 0.75 -1.32 0.73
H -0.15 -2.14 -0.35
*
```

Summary:
- frontier orbital gap (eV) = 9.74
- ΔE to the lowest compared entry with this formula, charge and spin (kcal/mol) = 54.39
- SMILES = NC(=[NH2+])OCl
- HOMO (eV) = -16.70
- lowest unoccupied orbital energy (eV) = -6.96

Here is a 8-piece molecular cluster, C23H52O13S5 overall at a distorted geometry from the OMol25 dataset. Energies are from ωB97M-V/def2-TZVPD.

The geometry in ORCA input format:
```
! RIJCOSX wB97M-V def2-TZVPD def2/J DEFGRID3
* xyz 0 1
C 0.64 -0.04 -0.26
O 0.08 -1.06 -0.98
H 0.04 0.87 -0.37
H 0.74 -0.35 0.81
H 1.63 0.17 -0.57
H 0.66 -1.87 -0.85
C 0.47 -2.94 2.57
O 1.68 -2.28 2.86
H 0.64 -3.86 2.04
H 0.02 -3.31 3.51
H -0.26 -2.23 2.09
H 1.58 -2.09 3.79
C 3.30 -3.89 -0.80
O 2.77 -2.60 -0.38
H 2.88 -4.65 -0.16
H 3.04 -4.12 -1.80
H 4.38 -3.84 -0.73
H 3.10 -2.43 0.49
C 3.92 -0.90 -3.28
C 5.43 -1.22 -3.09
C 6.32 -0.05 -3.70
S 5.17 1.35 -3.85
O 4.90 1.60 -5.24
O 5.65 2.45 -3.06
C 3.72 0.57 -3.05
H 3.34 -1.63 -2.68
H 3.67 -1.13 -4.33
H 5.81 -2.17 -3.49
H 5.59 -1.19 -2.02
H 6.57 -0.40 -4.70
H 7.17 0.26 -3.13
H 2.84 1.08 -3.32
H 3.89 0.69 -1.99
C 0.99 1.50 4.54
C 1.28 2.54 5.56
C 0.23 3.70 5.50
S -0.04 3.92 3.77
O 0.87 4.85 3.18
O -1.40 4.15 3.55
C 0.53 2.18 3.23
H 0.11 0.90 4.89
H 1.81 0.79 4.31
H 2.30 2.95 5.54
H 1.12 2.21 6.63
H 0.61 4.67 5.85
H -0.66 3.37 6.02
H 1.38 2.36 2.55
H -0.26 1.82 2.59
C -2.91 6.04 1.36
C -1.58 6.04 0.61
C -1.67 5.16 -0.62
S -2.93 3.91 -0.23
O -2.19 2.63 -0.01
O -3.97 3.87 -1.24
C -3.51 4.57 1.30
H -3.59 6.75 0.85
H -2.85 6.41 2.37
H -0.78 5.69 1.20
H -1.27 7.00 0.24
H -0.74 4.70 -0.86
H -2.06 5.66 -1.54
H -2.91 4.02 2.03
H -4.57 4.42 1.40
C -4.71 -1.72 1.29
C -3.33 -1.70 0.49
C -2.67 -0.46 0.90
S -3.03 -0.12 2.53
O -3.24 1.27 2.68
O -2.01 -0.79 3.33
C -4.61 -1.06 2.65
H -5.15 -2.73 1.31
H -5.35 -1.07 0.69
H -3.55 -1.62 -0.55
H -2.75 -2.55 0.79
H -3.11 0.41 0.36
H -1.58 -0.45 0.87
H -5.42 -0.35 2.88
H -4.53 -1.67 3.52
C -2.17 -4.99 -3.67
C -2.25 -3.66 -4.41
C -1.00 -2.81 -4.05
S 0.22 -4.02 -3.58
O 0.48 -3.92 -2.15
O 1.42 -3.99 -4.36
C -0.79 -5.49 -3.90
H -2.99 -5.61 -4.03
H -2.39 -4.88 -2.59
H -3.14 -3.11 -4.16
H -2.29 -3.96 -5.48
H -1.15 -2.18 -3.18
H -0.55 -2.26 -4.87
H -0.41 -6.29 -3.28
H -0.65 -5.75 -4.96
*
```

Summary:
- frontier orbital gap (eV) = 10.11
- SMILES = O=S1(=O)CCCC1.O=S1(=O)CCCC1.O=S1(=O)CCCC1.O=S1(=O)CCCC1.O=S1(=O)CCCC1.CO.CO.CO
- HOMO (eV) = -9.78
- lowest unoccupied orbital energy (eV) = 0.34

Here is C15H15CuF5N4S2SbSe as an isolated structure from the OMol25 dataset. Energies are from ωB97M-V/def2-TZVPD.

The geometry in ORCA input format:
```
! RIJCOSX wB97M-V def2-TZVPD def2/J DEFGRID3
* xyz 1 2
Cu 0.69 0.74 -0.34
N -1.97 2.42 1.21
C -0.72 2.91 1.38
N 0.34 2.40 0.81
C 1.48 3.14 1.11
C 1.27 4.20 1.92
S -0.40 4.30 2.34
C 2.72 2.67 0.52
C 3.95 3.22 0.58
S 5.09 2.25 -0.28
C 3.83 1.14 -0.66
N 2.65 1.49 -0.21
N 4.04 0.03 -1.41
H -2.04 1.49 0.83
H -2.69 2.68 1.87
H 1.98 4.91 2.29
H 4.26 4.14 1.06
H 4.99 -0.29 -1.52
H 3.37 -0.71 -1.30
F -4.37 -3.22 2.93
C -3.20 -2.73 2.56
C -2.39 -3.44 1.68
F -2.80 -4.61 1.20
C -1.17 -2.91 1.31
F -0.44 -3.61 0.44
C -0.72 -1.68 1.79
Se 1.00 -1.02 1.35
C -1.55 -1.00 2.67
F -1.18 0.18 3.17
C -2.78 -1.50 3.05
F -3.56 -0.83 3.89
C 0.73 -2.46 -2.54
Sb -0.36 -0.70 -2.06
C -2.30 -1.50 -1.76
C -0.62 0.16 -3.98
H 0.09 -3.12 -3.12
H 1.01 -2.94 -1.61
H 1.62 -2.21 -3.12
H -2.41 -2.37 -2.41
H -3.06 -0.76 -2.01
H -2.41 -1.80 -0.72
H -1.04 -0.57 -4.66
H 0.34 0.51 -4.36
H -1.29 1.02 -3.90
*
```

Summary:
- frontier orbital gap (alpha / beta) (eV) = 8.73 / 5.64
- ΔE to the lowest compared entry with this formula, charge and spin (kcal/mol) = 7.55
- expectation value of S² = 0.762
- HOMO (alpha / beta) (eV) = -11.03 / -11.02
- lowest unoccupied orbital energy (alpha / beta) (eV) = -2.30 / -5.38

Here is a 19-piece molecular cluster, C58H97N22O3 overall at a distorted geometry from the OMol25 dataset. Energies are from ωB97M-V/def2-TZVPD.

The geometry in ORCA input format:
```
! RIJCOSX wB97M-V def2-TZVPD def2/J DEFGRID3
* xyz 1 1
C 9.48 -1.93 -0.20
C 8.27 -0.89 -0.22
C 7.10 -1.24 -1.24
C 5.64 -1.09 -0.61
C 5.33 0.35 -0.04
C 4.44 1.28 -0.98
N 3.44 2.01 -0.14
C 2.17 1.75 -0.07
N 1.66 0.67 -0.94
C 0.84 -0.29 -0.14
C 0.12 -1.39 -1.07
O -0.48 -2.44 -0.29
C -1.89 -2.32 -0.42
O -2.56 -3.27 -0.74
C 0.82 1.42 -1.95
C -0.28 2.33 -1.29
C 0.31 3.31 -0.14
C -1.01 3.85 0.66
C -1.58 2.73 1.67
C -3.14 2.88 1.96
C -3.94 1.78 1.10
C -4.42 0.60 2.07
C -5.90 0.18 1.56
O -6.17 -1.20 1.85
C -6.16 -1.41 3.27
N 1.19 2.44 0.70
C 1.71 3.09 1.92
C 2.37 1.94 2.82
N 1.68 0.89 3.12
H 9.37 -2.79 -0.91
H 10.44 -1.33 -0.39
H 9.60 -2.30 0.87
H 8.64 0.15 -0.48
H 7.87 -0.82 0.85
H 7.21 -2.32 -1.54
H 7.13 -0.57 -2.15
H 4.83 -1.48 -1.30
H 5.63 -1.80 0.28
H 4.84 0.28 0.99
H 6.31 0.90 0.15
H 4.00 0.76 -1.88
H 5.13 2.09 -1.39
H 3.83 2.79 0.42
H 0.02 0.18 0.47
H 1.51 -0.89 0.56
H 0.79 -1.75 -1.91
H -0.73 -0.82 -1.58
H -2.42 -1.32 -0.24
H 1.55 2.12 -2.48
H 0.40 0.75 -2.76
H -1.03 1.65 -0.77
H -0.82 2.93 -2.09
H 0.91 4.15 -0.60
H -1.81 3.94 -0.14
H -0.84 4.84 1.16
H -1.06 2.86 2.68
H -1.32 1.68 1.33
H -3.49 3.94 1.79
H -3.27 2.69 3.07
H -3.20 1.33 0.37
H -4.79 2.32 0.59
H -3.70 -0.28 1.97
H -4.46 0.91 3.15
H -5.91 0.34 0.44
H -6.62 0.89 2.07
H -6.11 -0.45 3.88
H -7.13 -1.92 3.59
H -5.28 -2.08 3.51
H 0.93 3.58 2.57
H 2.52 3.84 1.62
H 3.42 2.00 3.21
H 0.73 0.96 2.72
C -0.48 4.95 -4.84
C -0.91 5.27 -3.48
N -1.25 5.51 -2.41
H 0.49 5.40 -5.07
H -0.37 3.87 -4.99
H -1.19 5.31 -5.59
C -3.36 -3.17 -3.84
C -2.96 -2.58 -5.12
N -2.64 -2.12 -6.12
H -3.28 -4.26 -3.86
H -2.74 -2.81 -3.02
H -4.40 -2.93 -3.60
C -4.17 -1.11 6.24
C -3.65 0.25 6.13
N -3.23 1.32 6.05
H -3.84 -1.60 7.16
H -5.26 -1.13 6.23
H -3.83 -1.73 5.41
C -5.68 -5.61 3.18
C -5.40 -4.56 4.16
N -5.19 -3.73 4.92
H -6.72 -5.61 2.87
H -5.07 -5.49 2.28
H -5.46 -6.60 3.59
C -2.77 -7.06 -6.07
C -3.19 -6.74 -4.71
N -3.53 -6.49 -3.64
H -1.81 -6.59 -6.31
H -2.64 -8.13 -6.21
H -3.49 -6.71 -6.81
C -4.56 4.30 6.37
C -4.34 5.55 7.11
N -4.18 6.52 7.69
H -4.10 4.34 5.38
H -4.13 3.45 6.89
H -5.62 4.09 6.23
C -1.92 -2.66 -9.57
C -1.37 -2.21 -10.84
N -0.94 -1.85 -11.85
H -1.30 -3.42 -9.11
H -1.99 -1.83 -8.85
H -2.91 -3.07 -9.68
C 0.84 0.62 7.43
C -0.14 -0.42 7.14
N -0.92 -1.24 6.92
H 0.37 1.59 7.54
H 1.39 0.41 8.35
H 1.58 0.70 6.62
C -4.68 4.59 -1.72
C -5.10 4.90 -0.36
N -5.43 5.14 0.72
H -3.72 5.05 -1.95
H -4.58 3.52 -1.87
H -5.40 4.95 -2.46
C -2.66 7.93 2.30
C -2.65 6.55 2.78
N -2.63 5.46 3.16
H -3.54 8.46 2.66
H -1.78 8.48 2.64
H -2.68 7.97 1.21
C 4.51 3.66 -3.72
C 3.78 3.89 -4.97
N 3.20 4.08 -5.95
H 4.94 2.65 -3.69
H 5.33 4.36 -3.60
H 3.86 3.76 -2.85
C -8.40 -7.70 6.31
C -7.96 -7.49 4.93
N -7.61 -7.32 3.85
H -8.10 -8.68 6.68
H -7.97 -6.96 6.99
H -9.48 -7.64 6.40
C 9.75 2.31 2.46
C 9.04 2.56 1.21
N 8.47 2.75 0.22
H 10.18 1.31 2.48
H 10.57 3.02 2.59
H 9.09 2.41 3.32
C -1.10 -4.53 6.40
C -0.89 -5.95 6.67
N -0.72 -7.07 6.88
H -1.16 -3.95 7.32
H -0.28 -4.11 5.81
H -2.02 -4.36 5.84
C 8.28 6.06 0.19
C 8.53 7.08 1.21
N 8.72 7.88 2.01
H 7.25 6.08 -0.16
H 8.92 6.21 -0.69
H 8.48 5.06 0.57
C -2.31 -6.64 -11.97
C -2.16 -5.42 -11.18
N -2.04 -4.46 -10.55
H -1.83 -6.54 -12.95
H -1.87 -7.50 -11.47
H -3.36 -6.87 -12.15
C 7.01 -0.15 -5.76
C 6.95 0.84 -4.69
N 6.91 1.63 -3.86
H 6.35 0.11 -6.59
H 8.02 -0.26 -6.16
H 6.70 -1.14 -5.40
C 1.09 -5.93 0.13
C 2.28 -5.07 0.10
N 3.21 -4.39 0.08
H 0.82 -6.27 -0.87
H 1.26 -6.82 0.74
H 0.23 -5.41 0.55
*
```

Summary:
- frontier orbital gap (eV) = 7.73
- HOMO (eV) = -10.83
- lowest unoccupied orbital energy (eV) = -3.10

Here is C12H38CoO11 as an isolated structure at a distorted geometry from the OMol25 dataset. Energies are from ωB97M-V/def2-TZVPD.

The geometry in ORCA input format:
```
! RIJCOSX wB97M-V def2-TZVPD def2/J DEFGRID3
* xyz -1 5
Co -2.24 -1.55 1.37
C -0.40 -0.41 0.01
O -0.45 -1.60 0.25
O -1.44 0.14 0.45
O 0.45 0.12 -0.70
C 4.79 0.57 -1.26
C 3.46 0.93 -1.77
O 2.69 -0.17 -2.22
H 4.58 -0.03 -0.38
H 5.41 1.44 -1.01
H 5.31 -0.04 -2.01
H 3.60 1.62 -2.60
H 3.00 1.44 -0.93
H 1.87 -0.16 -1.71
C 0.83 -4.28 -3.81
C 0.89 -3.02 -2.96
O -0.20 -3.19 -2.06
H 1.66 -4.34 -4.53
H -0.13 -4.28 -4.33
H 0.92 -5.17 -3.20
H 0.80 -2.09 -3.51
H 1.79 -3.03 -2.34
H -0.13 -2.51 -1.38
C -4.93 0.51 4.46
C -4.83 -0.38 3.17
O -3.50 -0.24 2.63
H -4.30 0.17 5.27
H -5.99 0.44 4.70
H -4.57 1.51 4.23
H -5.56 -0.16 2.40
H -5.03 -1.43 3.36
H -3.40 0.71 2.52
C -1.99 2.67 2.94
O -2.78 2.18 1.91
H -1.42 3.57 2.69
H -2.62 2.99 3.77
H -1.27 1.95 3.31
H -2.23 1.75 1.25
C 1.53 1.16 2.64
O 2.23 0.92 1.47
H 0.89 2.00 2.38
H 0.89 0.31 2.86
H 2.14 1.39 3.51
H 1.60 0.71 0.77
C -0.69 3.27 -0.76
O 0.56 2.81 -1.25
H -0.84 4.34 -0.90
H -1.57 2.76 -1.16
H -0.69 3.11 0.32
H 0.60 1.87 -1.07
C -0.58 0.77 -3.95
O -1.46 0.74 -2.87
H -1.11 0.71 -4.90
H 0.00 1.69 -3.84
H 0.04 -0.12 -3.89
H -0.94 0.69 -2.06
C 2.81 -2.58 0.81
O 1.65 -3.35 0.87
H 2.55 -1.55 0.55
H 3.34 -2.56 1.76
H 3.45 -3.03 0.06
H 0.97 -2.69 0.68
*
```

Summary:
- frontier orbital gap (alpha / beta) (eV) = 5.91 / 8.99
- expectation value of S² = 6.005
- HOMO (alpha / beta) (eV) = -3.30 / -6.58
- lowest unoccupied orbital energy (alpha / beta) (eV) = 2.60 / 2.41

Here is C5H11N as an isolated structure at a distorted geometry from the OMol25 dataset. Energies are from ωB97M-V/def2-TZVPD.

The geometry in ORCA input format:
```
! RIJCOSX wB97M-V def2-TZVPD def2/J DEFGRID3
* xyz 0 1
C -2.18 -0.27 -0.32
C -1.13 0.70 0.27
C 0.61 -0.92 0.31
C 1.96 -0.38 -0.20
C 1.32 0.97 -0.17
H -1.83 -1.38 -0.13
H -2.33 -0.17 -1.40
H -3.20 -0.22 0.22
H -1.02 0.75 1.27
H -1.25 1.70 -0.02
H 0.24 -1.90 -0.09
H 0.53 -0.85 1.36
H 2.87 -0.55 0.39
H 2.19 -0.82 -1.21
H 1.39 1.51 0.91
H 1.66 1.57 -0.97
N 0.17 0.25 -0.22
*
```

Summary:
- frontier orbital gap (eV) = 9.53
- ΔE to the lowest compared entry with this formula, charge and spin (kcal/mol) = 64.75
- HOMO (eV) = -8.30
- lowest unoccupied orbital energy (eV) = 1.22

Here is C4H7NO2S in the gas phase at a distorted geometry from the OMol25 dataset. Energies are from ωB97M-V/def2-TZVPD.

The geometry in ORCA input format:
```
! RIJCOSX wB97M-V def2-TZVPD def2/J DEFGRID3
* xyz 0 1
C 1.33 0.19 0.10
C -1.28 1.18 0.03
C -0.93 -0.28 0.00
C 2.72 0.16 -0.70
N 0.37 -0.68 -0.54
O 1.58 -0.28 1.38
O 3.73 -0.15 -0.12
S 0.51 1.86 -0.07
H -1.79 1.56 -0.82
H -1.90 1.49 0.85
H -0.98 -0.67 0.99
H -1.71 -0.79 -0.55
H 0.44 -1.63 -0.33
H 2.51 -0.70 1.62
H 2.80 0.54 -1.67
*
```

Summary:
- frontier orbital gap (eV) = 9.67
- ΔE to the lowest compared entry with this formula, charge and spin (kcal/mol) = 58.81
- SMILES = O=C[C@]1(O)NCCS1
- HOMO (eV) = -8.98
- lowest unoccupied orbital energy (eV) = 0.70

Here is a 2-piece molecular cluster, C4H8O overall at a distorted geometry from the OMol25 dataset. Energies are from ωB97M-V/def2-TZVPD.

The geometry in ORCA input format:
```
! RIJCOSX wB97M-V def2-TZVPD def2/J DEFGRID3
* xyz -1 2
O -2.27 0.38 0.34
C -2.83 0.95 -0.63
H -3.47 1.86 -0.47
H -2.56 0.68 -1.69
C 1.74 -1.64 -0.28
C 1.31 -0.35 0.35
C 2.06 0.73 0.46
H 2.72 -2.02 0.04
H 1.69 -1.64 -1.37
H 1.09 -2.45 0.08
H 0.23 -0.32 0.47
H 1.66 1.70 0.76
H 3.14 0.75 0.35
*
```

Summary:
- frontier orbital gap (alpha / beta) (eV) = 3.07 / 6.35
- ΔE to the lowest compared entry with this formula, charge and spin (kcal/mol) = 28.44
- expectation value of S² = 0.753
- HOMO (alpha / beta) (eV) = 0.72 / -2.59
- lowest unoccupied orbital energy (alpha / beta) (eV) = 3.80 / 3.76